{
  "formula": "C36H99ClN9O13",
  "method": "the ωB97M-V functional and the def2-TZVPD basis",
  "species": ["Cl", "O", "O", "O", "O", "C", "C", "C", "O", "C", "N", "H", "H", "H", "H", "H", "H", "H", "H", "H", "H", "H", "C", "C", "C", "O", "C", "N", "H", "H", "H", "H", "H", "H", "H", "H", "H", "H", "H", "C", "C", "C", "O", "C", "N", "H", "H", "H", "H", "H", "H", "H", "H", "H", "H", "H", "C", "C", "C", "O", "C", "N", "H", "H", "H", "H", "H", "H", "H", "H", "H", "H", "H", "C", "C", "C", "O", "C", "N", "H", "H", "H", "H", "H", "H", "H", "H", "H", "H", "H", "C", "C", "C", "O", "C", "N", "H", "H", "H", "H", "H", "H", "H", "H", "H", "H", "H", "C", "C", "C", "O", "C", "N", "H", "H", "H", "H", "H", "H", "H", "H", "H", "H", "H", "C", "C", "C", "O", "C", "N", "H", "H", "H", "H", "H", "H", "H", "H", "H", "H", "H", "C", "C", "C", "O", "C", "N", "H", "H", "H", "H", "H", "H", "H", "H", "H", "H", "H"],
  "positions_angstrom": [[-0.059, -0.016, -0.172], [-0.496, 1.084, 0.641], [-0.943, -0.189, -1.251], [1.218, 0.316, -0.649], [-0.029, -1.214, 0.590], [-1.865, 2.779, -1.166], [-0.893, 2.486, -2.280], [0.561, 2.590, -1.974], [1.231, 2.337, -3.157], [2.501, 2.853, -3.198], [-1.164, 1.103, -2.830], [-2.869, 2.870, -1.580], [-1.634, 3.673, -0.586], [-1.796, 2.012, -0.395], [-1.215, 3.199, -3.039], [0.838, 1.861, -1.212], [0.814, 3.586, -1.610], [2.515, 3.943, -3.207], [2.913, 2.365, -4.082], [3.034, 2.725, -2.256], [-2.117, 0.942, -3.124], [-1.253, 0.540, -1.997], [1.106, -3.354, -2.209], [0.893, -3.603, -0.693], [2.006, -2.908, 0.186], [3.246, -3.485, 0.000], [4.173, -3.145, 1.027], [-0.489, -3.330, -0.226], [2.067, -3.709, -2.581], [1.116, -2.284, -2.415], [0.327, -3.888, -2.754], [1.031, -4.671, -0.522], [1.774, -2.937, 1.251], [2.110, -1.878, -0.156], [3.822, -3.686, 1.905], [4.092, -2.076, 1.223], [5.197, -3.388, 0.743], [-0.510, -3.574, 0.754], [-0.544, -2.339, -0.037], [-1.127, 6.677, 1.484], [-0.068, 5.538, 1.662], [-0.206, 4.365, 0.598], [-1.509, 3.822, 0.829], [-1.524, 2.700, 1.696], [1.233, 6.198, 1.529], [-1.233, 7.164, 0.515], [-1.130, 7.388, 2.310], [-2.041, 6.088, 1.571], [-0.249, 5.099, 2.643], [0.610, 3.673, 0.808], [-0.090, 4.787, -0.400], [-2.546, 2.344, 1.827], [-1.106, 2.983, 2.662], [-0.981, 1.863, 1.258], [1.405, 6.888, 2.247], [2.050, 5.607, 1.584], [1.170, 0.947, 2.466], [0.004, 0.475, 3.321], [-0.538, 1.623, 4.207], [-1.531, 1.280, 5.111], [-1.190, 0.329, 6.103], [-0.978, -0.016, 2.463], [1.483, 0.163, 1.776], [1.943, 1.360, 3.114], [0.903, 1.779, 1.815], [0.292, -0.352, 3.970], [-0.977, 2.395, 3.574], [0.288, 2.157, 4.677], [-2.053, 0.201, 6.757], [-0.381, 0.686, 6.740], [-0.785, -0.587, 5.675], [-0.584, -0.716, 1.849], [-1.339, 0.668, 1.814], [-5.215, -1.339, -0.838], [-4.353, -2.084, -1.869], [-2.834, -1.997, -1.578], [-2.293, -2.700, -2.649], [-0.882, -2.591, -2.686], [-4.871, -3.426, -2.124], [-4.965, -0.281, -0.754], [-5.078, -1.732, 0.169], [-6.279, -1.344, -1.075], [-4.459, -1.647, -2.862], [-2.559, -2.534, -0.670], [-2.554, -0.951, -1.449], [-0.431, -1.602, -2.772], [-0.504, -3.162, -3.534], [-0.355, -3.115, -1.889], [-5.859, -3.506, -2.319], [-4.993, -3.684, -1.155], [3.256, -0.480, 0.741], [3.697, 0.968, 0.715], [4.725, 1.229, -0.414], [4.156, 0.955, -1.752], [5.028, 1.162, -2.843], [2.523, 1.784, 0.531], [3.007, -0.879, -0.242], [2.400, -0.659, 1.392], [4.084, -1.121, 1.045], [4.073, 1.171, 1.718], [5.603, 0.600, -0.270], [5.012, 2.281, -0.385], [4.556, 0.796, -3.755], [5.959, 0.613, -2.703], [5.142, 2.245, -2.908], [1.789, 1.457, 1.143], [2.208, 1.447, -0.368], [-3.270, 1.372, -0.763], [-3.206, 0.879, 0.677], [-4.360, 1.301, 1.596], [-3.970, 0.922, 2.896], [-5.062, 0.920, 3.809], [-2.920, -0.571, 0.619], [-4.190, 1.053, -1.252], [-2.406, 1.018, -1.326], [-3.176, 2.458, -0.755], [-2.293, 1.200, 1.178], [-5.271, 0.832, 1.225], [-4.452, 2.387, 1.585], [-4.673, 0.404, 4.687], [-5.895, 0.313, 3.455], [-5.351, 1.939, 4.068], [-2.092, -0.798, 0.086], [-2.580, -0.642, 1.567], [2.835, -1.112, -2.404], [1.973, 0.014, -2.904], [2.126, 0.179, -4.391], [1.289, 1.295, -4.829], [1.794, 1.892, -6.045], [0.547, -0.219, -2.634], [2.729, -2.057, -2.937], [2.599, -1.283, -1.354], [3.885, -0.824, -2.351], [2.165, 0.972, -2.422], [1.794, -0.634, -5.037], [3.171, 0.324, -4.662], [1.215, 2.658, -6.561], [2.127, 1.068, -6.675], [2.706, 2.434, -5.794], [0.456, -0.332, -1.634], [0.450, -1.176, -2.942], [1.301, -6.261, 1.408], [-0.071, -5.719, 1.828], [-0.073, -4.414, 2.637], [0.314, -3.328, 1.822], [0.556, -2.095, 2.643], [-0.948, -5.535, 0.680], [1.172, -7.012, 0.629], [1.779, -6.773, 2.243], [1.953, -5.416, 1.188], [-0.441, -6.524, 2.464], [0.609, -4.591, 3.469], [-1.088, -4.287, 3.012], [0.572, -2.231, 3.725], [-0.234, -1.354, 2.517], [1.483, -1.629, 2.307], [-1.754, -4.980, 0.931], [-0.483, -5.068, -0.085]],
  "lowdin_charge": [0.970, -0.351, -0.293, -0.339, -0.286, -0.166, -0.247, -0.179, -0.242, -0.106, 0.049, 0.108, 0.064, 0.063, 0.146, 0.086, 0.118, 0.103, 0.069, 0.089, 0.088, -0.190, -0.137, -0.231, -0.230, -0.137, -0.075, -0.025, 0.101, 0.044, 0.081, 0.116, 0.086, 0.045, 0.095, 0.001, 0.100, -0.003, 0.005, -0.059, -0.382, -0.127, -0.212, -0.079, 0.017, 0.075, 0.066, 0.062, 0.121, 0.115, 0.126, 0.095, 0.070, -0.113, 0.058, 0.060, -0.053, -0.332, -0.182, -0.153, -0.094, 0.007, 0.042, 0.134, 0.079, 0.110, 0.060, 0.131, 0.088, 0.080, 0.075, -0.016, 0.024, -0.088, -0.390, -0.211, -0.093, -0.156, 0.033, 0.019, 0.071, 0.067, 0.133, 0.112, 0.085, 0.048, 0.113, 0.008, 0.056, 0.053, -0.075, -0.336, -0.090, -0.315, -0.095, 0.046, 0.041, 0.053, 0.051, 0.138, 0.120, 0.119, 0.070, 0.094, 0.095, -0.055, 0.027, -0.127, -0.357, -0.163, -0.181, -0.087, 0.064, 0.104, 0.057, 0.022, 0.038, 0.125, 0.135, 0.082, 0.084, 0.087, 0.022, 0.065, -0.035, -0.328, -0.122, -0.226, -0.084, 0.002, 0.081, 0.033, 0.090, 0.098, 0.135, 0.094, 0.089, 0.078, 0.063, -0.053, 0.029, -0.045, -0.403, -0.160, -0.265, -0.016, 0.035, 0.087, 0.071, 0.062, 0.121, 0.124, 0.133, 0.111, 0.008, 0.084, 0.078, 0.031],
  "lumo_ev": 2.3,
  "homo_energy_ev": -3.41,
  "total_charge": -1,
  "mol_weight_g_mol": 901.69,
  "orbital_gap_ev": 5.66,
  "e_tot_ha": -3359.83343
}